[1]
# C33H44BrNO18P

5 unconnected molecules or ions with the total composition C33H44BrNO18P in a non-equilibrium geometry (wB97M-V/def2-TZVPD, the Open Molecules 2025 dataset).

Last column: Mulliken charge in e.
Atoms and positions in Å:
O (5.824, -7.136, -0.742)  -0.4619
C (5.055, -6.190, -1.289)  0.2762
O (5.044, -4.797, -0.736)  -0.2812
C (6.259, -4.164, -1.268)  -0.5431
C (6.019, -3.070, -2.461)  -0.3682
C (4.709, -3.333, -3.408)  -0.3311
C (4.093, -1.899, -3.907)  -0.7393
C (3.097, -1.152, -2.847)  0.6623
C (3.328, 0.488, -2.623)  -0.8526
C (2.351, 1.355, -1.615)  -0.0613
P (2.761, 3.244, -1.457)  0.3741
O (3.661, 3.346, 0.064)  -0.5057
Br (0.867, 4.507, -1.387)  -0.0841
N (1.205, 0.678, -0.880)  0.3181
O (0.374, 1.397, -0.079)  -0.0981
C (0.950, -0.830, -1.016)  0.4416
C (-0.319, -1.498, -0.163)  -0.4715
O (-1.546, -1.034, -0.885)  -0.2704
C (-2.121, -2.307, -1.409)  0.1284
C (-2.005, -2.796, -2.972)  -0.2591
C (-2.687, -4.200, -3.548)  -0.4594
C (-3.483, -5.160, -2.437)  -0.4342
C (-3.573, -4.679, -0.859)  -0.1937
C (-2.924, -3.257, -0.340)  -0.1726
C (1.862, -1.822, -2.005)  0.1448
O (1.567, -3.257, -2.124)  -0.5729
H (4.379, -6.448, -2.227)  0.2803
H (7.041, -4.978, -1.628)  0.2990
H (6.747, -3.569, -0.357)  0.2891
H (6.964, -3.076, -3.191)  0.2906
H (5.980, -2.007, -1.972)  0.2191
H (5.116, -3.876, -4.390)  0.3368
H (3.903, -4.056, -2.961)  0.1229
H (4.987, -1.175, -4.167)  0.2967
H (3.484, -2.089, -4.908)  0.3747
H (4.205, 1.000, -3.207)  0.2253
H (4.006, 2.404, 0.218)  0.3502
H (0.616, 1.155, 0.865)  0.3838
H (-0.197, -2.671, -0.182)  0.4509
H (-0.351, -1.085, 0.955)  0.0977
H (-1.413, -2.153, -3.786)  0.2790
H (-2.633, -4.533, -4.675)  0.3066
H (-3.969, -6.199, -2.765)  0.2924
H (-4.132, -5.410, -0.103)  0.3561
H (-2.974, -2.897, 0.788)  0.2925
H (2.124, -3.693, -1.387)  0.3522
C (-1.253, 0.958, 6.113)  -1.5096
C (-0.182, 1.303, 5.099)  0.6650
C (-0.698, 2.029, 3.894)  -0.2581
O (0.261, 1.693, 2.906)  -0.3576
C (0.772, 0.476, 3.262)  0.5869
O (1.486, -0.212, 2.554)  -0.5886
O (0.371, 0.129, 4.524)  -0.3544
H (-1.599, 1.852, 6.638)  0.3441
H (-2.116, 0.481, 5.633)  0.3460
H (-0.870, 0.243, 6.848)  0.4070
H (0.634, 1.852, 5.586)  0.2431
H (-0.740, 3.112, 4.042)  0.1832
H (-1.678, 1.675, 3.555)  0.2642
C (-2.464, 6.331, 1.112)  -1.4965
C (-3.021, 5.201, 1.954)  0.6511
C (-4.226, 5.582, 2.760)  -0.5709
O (-4.169, 4.664, 3.838)  -0.3160
C (-2.850, 4.344, 4.003)  0.6088
O (-2.399, 3.726, 4.952)  -0.5770
O (-2.099, 4.816, 2.961)  -0.3526
H (-3.122, 6.552, 0.266)  0.4009
H (-2.341, 7.245, 1.704)  0.3570
H (-1.472, 6.070, 0.728)  0.3007
H (-3.214, 4.323, 1.325)  0.2544
H (-5.159, 5.468, 2.201)  0.3376
H (-4.175, 6.597, 3.170)  0.3279
C (-1.853, 9.093, -4.421)  -1.4382
C (-1.905, 9.606, -2.996)  0.5003
C (-0.763, 9.144, -2.142)  -0.3877
O (-1.318, 9.200, -0.840)  -0.2803
C (-2.665, 9.015, -0.987)  0.6822
O (-3.442, 8.817, -0.070)  -0.5606
O (-3.025, 9.076, -2.306)  -0.3399
H (-1.059, 9.587, -4.988)  0.3827
H (-1.677, 8.011, -4.448)  0.3251
H (-2.809, 9.267, -4.926)  0.3597
H (-1.998, 10.699, -2.994)  0.2701
H (0.111, 9.797, -2.221)  0.3171
H (-0.458, 8.111, -2.341)  0.1969
C (0.364, -8.001, 1.255)  -1.4054
C (-0.792, -7.628, 2.161)  0.5056
C (-1.643, -8.793, 2.568)  -0.5527
O (-2.890, -8.177, 2.835)  -0.3144
C (-2.943, -7.058, 2.051)  0.5989
O (-3.939, -6.379, 1.876)  -0.5644
O (-1.724, -6.803, 1.482)  -0.2109
H (1.139, -8.540, 1.807)  0.3928
H (0.030, -8.629, 0.422)  0.3509
H (0.807, -7.103, 0.811)  0.2961
H (-0.423, -7.071, 3.031)  0.2618
H (-1.262, -9.301, 3.459)  0.3189
H (-1.788, -9.530, 1.771)  0.3177

Total charge: +1
Calculated total energy: -152585.1556 eV
Kohn-Sham gap: 0.214 hartree

[2]
# C33H44Cl23FN5O2S3

8 unconnected molecules or ions with the total composition C33H44Cl23FN5O2S3 in a non-equilibrium geometry (wB97M-V/def2-TZVPD, the Open Molecules 2025 dataset).

Last column: Mulliken charge in e.
Atoms and positions in Å:
C (-0.961, -2.471, 1.861)  -0.1538
C (-1.434, -1.167, 2.706)  -0.1818
Cl (-2.345, -1.559, 4.320)  -0.1849
C (-1.190, 0.255, 2.236)  -0.6896
Cl (-1.984, 1.469, 3.459)  -0.0092
C (-0.422, 0.694, 0.863)  1.2107
C (-1.190, 1.869, -0.051)  -0.2279
C (-2.774, 2.059, 0.175)  -1.2603
C (-3.743, 0.756, 0.131)  0.6422
C (-5.033, 1.060, 1.110)  -0.5733
S (-5.698, -0.636, 1.635)  -0.0888
C (-7.525, -0.770, 1.247)  0.2768
N (-8.219, -1.782, 0.340)  -0.1770
N (-9.561, -1.392, 0.501)  -0.2885
C (-9.776, -0.184, 1.413)  0.0133
O (-8.437, 0.209, 1.878)  -0.2315
N (0.193, -0.338, -0.073)  1.2354
C (-0.202, -1.068, -1.307)  -0.1394
C (-1.673, -0.878, -1.934)  -0.1908
O (-2.633, -1.781, -1.589)  -0.4363
F (-2.120, 0.160, -2.920)  -0.2979
C (1.483, -0.757, 0.295)  -0.0154
C (2.550, -1.776, -0.380)  -0.1546
C (3.288, -2.610, 0.868)  -0.4784
C (3.646, -4.143, 0.363)  -0.8711
C (2.398, -5.200, 0.467)  0.2545
N (1.834, -5.395, 1.858)  0.2549
C (0.410, -5.932, 2.089)  -0.2511
C (-0.016, -6.088, 3.695)  -0.4849
C (1.377, -5.603, 4.434)  -0.4877
C (2.434, -5.200, 3.232)  -0.2126
S (1.945, 0.140, 1.915)  -0.1079
C (0.948, 1.608, 1.205)  0.1335
S (0.986, 2.906, 2.493)  -0.2251
C (1.914, 2.058, -0.038)  -0.5819
C (2.096, 3.678, -0.242)  0.6610
C (3.476, 4.285, 0.483)  0.1019
C (3.038, 5.561, 1.470)  -0.0621
N (3.757, 5.339, 2.787)  -0.6023
H (-1.435, -3.452, 2.348)  0.4493
H (-1.441, -2.435, 0.769)  -0.0177
H (0.200, -2.677, 1.843)  -0.1685
H (-1.001, 1.709, -1.219)  0.2290
H (-0.709, 2.945, 0.157)  -0.0916
H (-3.067, 2.677, 1.154)  0.3694
H (-3.154, 2.768, -0.712)  0.4358
H (-4.165, 0.670, -0.981)  -0.2164
H (-3.258, -0.263, 0.440)  -0.1432
H (-4.719, 1.628, 2.111)  0.2594
H (-5.840, 1.692, 0.541)  0.4384
H (-10.785, 0.346, 1.730)  0.3201
H (-0.089, -2.235, -1.077)  0.1560
H (0.599, -0.842, -2.158)  0.4668
H (2.112, -2.603, -1.083)  0.3600
H (3.407, -1.124, -0.882)  0.2179
H (2.592, -2.722, 1.801)  0.3598
H (4.305, -2.116, 1.171)  0.2980
H (3.961, -4.091, -0.768)  0.3147
H (4.554, -4.628, 0.939)  0.3873
H (1.511, -4.978, -0.298)  -0.4010
H (2.827, -6.259, 0.128)  0.3197
H (-0.374, -6.241, 1.256)  0.2170
H (-1.021, -6.471, 4.168)  0.3231
H (1.562, -5.547, 5.592)  0.3095
H (3.545, -4.825, 3.435)  0.2588
H (0.091, 3.972, 2.279)  0.2296
H (2.997, 1.627, 0.200)  0.3227
H (1.566, 1.647, -1.103)  -0.0892
H (2.300, 3.837, -1.409)  -0.9969
H (1.139, 4.317, -0.010)  0.3826
H (4.188, 4.763, -0.331)  -0.3443
H (4.025, 3.422, 1.083)  0.0976
H (1.880, 5.555, 1.720)  0.0263
H (3.268, 6.608, 0.992)  0.3359
H (3.951, 6.288, 3.221)  0.2123
H (3.100, 4.807, 3.409)  0.1995
C (5.270, 3.360, -2.951)  -0.1130
Cl (6.496, 3.409, -1.673)  -0.1056
Cl (4.320, 1.868, -2.845)  -0.0927
Cl (4.212, 4.779, -2.853)  -0.0933
H (5.779, 3.377, -3.918)  0.4351
C (-0.600, -6.358, -2.834)  -0.0660
Cl (-0.148, -4.669, -2.547)  -0.1252
Cl (0.143, -6.956, -4.327)  -0.0480
Cl (-0.132, -7.370, -1.457)  -0.1135
H (-1.686, -6.409, -2.945)  0.3343
C (6.214, 8.356, 0.952)  -0.0695
Cl (5.833, 9.373, -0.448)  -0.1195
Cl (4.920, 8.450, 2.159)  -0.1295
Cl (6.474, 6.677, 0.449)  -0.0532
H (7.136, 8.726, 1.406)  0.3778
C (-0.514, -6.599, -8.503)  0.0362
Cl (-1.997, -6.172, -7.632)  -0.1079
Cl (0.322, -5.139, -9.060)  -0.1172
Cl (0.552, -7.573, -7.476)  -0.1218
H (-0.787, -7.194, -9.378)  0.3166
C (-1.414, 1.204, 7.575)  0.5111
Cl (-2.897, 1.631, 8.446)  -0.1167
Cl (-0.578, 2.664, 7.019)  -0.1249
Cl (-0.348, 0.230, 8.603)  -0.1195
H (-1.687, 0.609, 6.700)  -0.1504
C (0.300, 5.326, -4.483)  -0.1309
Cl (0.752, 7.014, -4.196)  -0.1124
Cl (1.043, 4.727, -5.976)  -0.1190
Cl (0.768, 4.314, -3.106)  0.0617
H (-0.786, 5.274, -4.594)  0.3460
C (-5.171, -0.433, -4.698)  0.3410
Cl (-5.877, -0.111, -3.105)  -0.1005
Cl (-5.897, -1.880, -5.419)  -0.1257
Cl (-5.379, 0.966, -5.765)  -0.1317
H (-4.100, -0.613, -4.570)  0.0023

Energy relative to the best compared isomer or geometry (same formula, charge and spin): 484.3 kcal/mol
Total charge: +1
Calculated total energy: -369688.6465 eV
Kohn-Sham gap: 0.192 hartree

[3]
# C33H44GeN2O3PPdSi

A molecular structure, C33H44GeN2O3PPdSi in a non-equilibrium geometry (wB97M-V/def2-TZVPD, the Open Molecules 2025 dataset).

Last column: Mulliken charge in e.
Atoms and positions in Å:
Pd (0.361, -0.103, 0.169)  0.3702
C (1.656, 1.095, 4.574)  -1.1140
Si (1.439, 1.042, 2.724)  0.3685
C (2.970, 1.668, 1.857)  -0.5332
C (-0.062, 2.134, 2.404)  -0.8657
C (1.084, -0.701, 2.101)  -0.3775
H (1.947, 2.104, 4.881)  0.3224
H (2.424, 0.399, 4.919)  0.3470
H (0.719, 0.844, 5.075)  0.2986
H (2.965, 2.754, 1.731)  0.3155
H (3.078, 1.202, 0.877)  -0.3544
H (3.856, 1.404, 2.442)  0.4766
H (0.224, 3.190, 2.433)  0.3579
H (-0.810, 1.965, 3.184)  0.3979
H (-0.547, 1.950, 1.447)  0.0363
H (0.254, -1.255, 2.532)  -0.1986
H (1.912, -1.342, 1.802)  0.5248
C (4.303, 1.584, -1.738)  -1.0591
P (3.302, 0.128, -2.030)  0.8883
C (4.444, -1.222, -2.298)  -1.1325
C (2.432, 0.389, -3.573)  -1.0003
O (2.364, -0.166, -0.889)  -0.6199
H (4.990, 1.747, -2.570)  0.4605
H (4.872, 1.443, -0.819)  0.3448
H (3.666, 2.464, -1.624)  0.1491
H (5.204, -0.955, -3.032)  0.4314
H (3.895, -2.096, -2.652)  0.2793
H (4.918, -1.468, -1.348)  0.3286
H (3.129, 0.430, -4.412)  0.4321
H (1.881, 1.329, -3.521)  0.2126
H (1.727, -0.430, -3.720)  0.2547
O (2.305, 7.243, 0.905)  -0.5476
C (1.972, 7.328, -0.453)  -0.4398
N (1.039, 6.294, -0.877)  -0.2197
C (1.466, 5.014, -0.926)  0.4346
O (2.623, 4.697, -0.688)  -0.6465
C (0.465, 3.961, -1.310)  -0.4005
C (-0.709, 4.180, -2.011)  -0.2281
C (-1.488, 3.089, -2.370)  -1.1571
C (-1.070, 1.821, -2.015)  -0.7573
N (0.052, 1.605, -1.312)  1.1046
C (0.793, 2.658, -0.976)  -0.1003
H (2.852, 6.457, 1.022)  0.3578
H (2.856, 7.245, -1.084)  0.3190
H (1.497, 8.291, -0.611)  0.3704
H (0.053, 6.482, -0.812)  0.2563
H (-1.013, 5.176, -2.309)  0.5505
H (-2.407, 3.221, -2.924)  0.4528
H (-1.634, 0.943, -2.302)  0.5155
H (1.711, 2.466, -0.436)  0.4597
C (-1.486, -0.357, 0.088)  -0.9148
Ge (-2.172, -2.202, 0.112)  2.0722
C (-1.519, -3.147, -1.473)  0.5314
C (-0.200, -2.936, -1.892)  -0.6007
C (0.348, -3.669, -2.937)  -0.7822
C (-0.413, -4.626, -3.591)  -0.5052
C (-1.724, -4.843, -3.194)  -0.8944
C (-2.269, -4.112, -2.146)  -0.4118
C (-4.097, -2.121, 0.386)  0.5283
C (-4.620, -0.993, 1.027)  -0.2739
C (-5.984, -0.865, 1.254)  -0.7577
C (-6.850, -1.865, 0.839)  -0.4377
C (-6.347, -2.994, 0.209)  -0.7739
C (-4.983, -3.126, -0.011)  -0.3092
C (-1.370, -3.082, 1.651)  0.0075
C (-1.773, -2.715, 2.937)  -0.5390
C (-1.213, -3.323, 4.052)  -0.5666
C (-0.243, -4.305, 3.892)  -0.5298
C (0.155, -4.684, 2.618)  -0.7218
C (-0.403, -4.073, 1.500)  -0.0015
H (-2.045, 0.526, 0.400)  0.5628
H (0.425, -2.205, -1.388)  0.7222
H (1.380, -3.502, -3.227)  0.4447
H (0.013, -5.200, -4.403)  0.4022
H (-2.325, -5.591, -3.697)  0.4069
H (-3.291, -4.307, -1.858)  0.0476
H (-3.958, -0.200, 1.360)  0.1629
H (-6.367, 0.017, 1.751)  0.3970
H (-7.913, -1.769, 1.013)  0.3989
H (-7.019, -3.780, -0.112)  0.3975
H (-4.620, -4.030, -0.478)  0.2867
H (-2.539, -1.958, 3.072)  0.3594
H (-1.540, -3.038, 5.044)  0.4262
H (0.195, -4.780, 4.760)  0.4113
H (0.896, -5.463, 2.491)  0.4028
H (-0.089, -4.382, 0.510)  0.3850

Energy relative to the best compared isomer or geometry (same formula, charge and spin): 21.7 kcal/mol
Total charge: +1
Calculated total energy: -121214.1679 eV
Kohn-Sham gap (spin up / spin down): 0.238 / 0.238 hartree